[1]
2 unconnected molecules or ions with the total composition C4H13N2O, computed with the ωB97M-V functional and the def2-TZVPD basis.

Results
- energy above the lowest of the compared OMol25 structures with the same formula, charge and spin (kcal per mole) = 11.5
- charge = +1
- 2S+1 = 1

Each line ends with the Mulliken charge.
Element x y z (Å)
O -0.8786 -1.9130 0.1713  -0.6997
N -0.8472 -1.5445 -2.0812  -0.2644
N 1.2136 -0.5035 1.0570  -0.1344
C 0.3204 1.6112 0.0835  -0.1363
C -1.2852 -2.1454 -0.9643  0.1198
C 0.2278 3.1329 0.2986  -1.3917
C 0.9300 0.9497 1.3013  -0.7260
H 1.9669 -0.5951 0.3825  0.3682
H -0.5238 3.3255 1.0633  0.3604
H 1.1941 3.5124 0.6250  0.3649
H 0.3364 -1.0075 0.6845  0.2525
H -0.6924 1.2351 -0.0897  0.2620
H -0.0832 3.6472 -0.6051  0.3634
H 0.8722 1.3897 -0.8375  0.3182
H -2.0492 -2.9069 -1.1431  0.3756
H 1.5069 -0.9502 1.9187  0.3793
H 0.2695 1.0869 2.1558  0.3420
H 1.8761 1.4104 1.5901  0.4397
H -1.2402 -1.8322 -2.9575  0.2324
H -0.3407 -0.6822 -2.0180  0.1740

***

[2]
3 unconnected molecules or ions with the total composition C4H13N2O in a non-equilibrium geometry, computed with the ωB97M-V functional and the def2-TZVPD basis.

Results
- energy above the lowest of the compared OMol25 structures with the same formula, charge and spin (kcal per mole) = 243.8
- charge = +1
- 2S+1 = 1

Each line ends with the Mulliken charge.
Element x y z (Å)
O 1.0769 -1.1049 -1.2282  -0.4867
N 1.7084 1.4304 0.1962  -0.3818
N -1.9045 -1.1756 -2.0945  -0.4691
C -0.6313 0.8033 0.8586  -0.4143
C 0.2607 1.5528 -0.1951  -0.4668
C 0.1604 -0.8014 2.6720  -0.6503
C -0.0241 -0.6024 1.3443  0.0259
H -0.6116 1.4015 1.7888  0.3934
H 2.4231 1.9535 -0.4163  0.3214
H -2.0326 -2.0095 -2.5331  0.2515
H 0.1646 -1.4029 0.5575  0.4138
H 1.9292 0.4038 0.1303  0.3147
H 0.2621 1.0713 -1.1834  0.2936
H -0.8361 -1.0500 -1.9062  0.1582
H 0.5745 -1.7595 3.0266  0.2890
H -0.0487 2.5736 -0.1287  0.4117
H -2.3290 -0.3318 -2.4782  0.2638
H 1.6191 -1.4981 -1.9135  0.2262
H -1.5471 0.5609 0.1339  0.2647
H -0.2141 -0.0150 3.3693  0.2412

***

[3]
A gas-phase ion, C4H13N2O (charge +1) in a non-equilibrium geometry, computed with the ωB97M-V functional and the def2-TZVPD basis.

Results
- energy above the lowest of the compared OMol25 structures with the same formula, charge and spin (kcal per mole) = 51.9
- charge = +1
- 2S+1 = 1
- structure (SMILES) = NCC[C@H]([NH3+])CO

Each line ends with the Mulliken charge.
Element x y z (Å)
O -2.7227 0.1592 0.0775  -0.5208
N -0.3566 -0.5794 1.1188  -0.3810
N 2.1610 0.3346 1.0608  -0.6677
C -1.7422 -0.2114 -0.8405  -0.7169
C 0.8890 -0.1800 -1.0446  -0.7765
C 2.1426 0.4181 -0.4263  -0.5457
C -0.4188 0.1573 -0.2306  0.0064
H 2.9714 -0.1453 -0.7809  0.4160
H -1.6864 -1.3785 -1.0137  0.2809
H -2.1326 0.2074 -1.7354  0.4567
H 2.3024 1.4831 -0.7377  0.2970
H -0.3640 1.2592 0.0028  0.3001
H -0.7503 -0.1144 2.0160  0.3804
H 0.9218 0.1598 -2.1043  0.3979
H 1.8940 1.2582 1.4724  0.2856
H 3.0649 0.0520 1.4799  0.2269
H -3.5826 -0.0695 -0.4447  0.3675
H 0.7429 -0.5318 1.3287  0.4225
H -0.5139 -1.5919 1.1274  0.3991
H 1.0597 -1.2514 -1.2361  0.3718

***

[4]
A gas-phase ion, C4H13N2O (charge +1) in a non-equilibrium geometry, computed with the ωB97M-V functional and the def2-TZVPD basis.

Results
- energy above the lowest of the compared OMol25 structures with the same formula, charge and spin (kcal per mole) = 26.8
- charge = +1
- 2S+1 = 1
- structure (SMILES) = NCC[C@@H]([NH3+])CO

Each line ends with the Mulliken charge.
Element x y z (Å)
O -1.7351 2.3406 -0.0858  -0.5255
N 0.6245 -2.1053 -0.8112  -0.6093
N -1.3122 -0.2258 -0.4055  -0.2783
C -0.1205 0.6245 -0.0164  0.0356
C 1.5449 -1.1926 -0.1037  -0.7329
C 0.7872 -0.2581 0.8072  -0.7699
C -0.6344 1.8633 0.6659  -0.7578
H -1.7536 0.2278 -1.2099  0.3616
H 0.6997 -3.0434 -0.4333  0.2286
H 0.1844 -0.8953 1.4611  0.3169
H -0.9335 -1.1611 -0.6705  0.3812
H 2.3887 -1.7080 0.3599  0.4076
H 0.8918 -2.1798 -1.7867  0.2386
H 2.1133 -0.6150 -0.8486  0.3931
H -2.0412 -0.2243 0.3089  0.3667
H 0.3598 0.8215 -0.9780  0.4017
H -1.6996 3.2930 -0.2358  0.3384
H 0.1689 2.5782 0.8200  0.4393
H 1.4410 0.2683 1.4967  0.4235
H -0.9741 1.5916 1.6656  0.3407

***

[5]
2 unconnected molecules or ions with the total composition C4H13N2O, computed with the ωB97M-V functional and the def2-TZVPD basis.

Results
- energy above the lowest of the compared OMol25 structures with the same formula, charge and spin (kcal per mole) = 41.7
- charge = +1
- 2S+1 = 1

Each line ends with the Mulliken charge.
Element x y z (Å)
O 1.8451 -3.2345 -0.4050  -0.4976
N -0.4159 0.7873 -0.8152  -0.3401
N 0.5842 -1.4236 0.2403  -0.6077
C -1.7108 1.5782 1.1465  -1.1978
C 0.4627 2.6317 0.4569  -0.9870
C -0.5190 1.7709 0.2668  0.7348
C 0.8235 -2.3829 -0.8334  -0.3637
H -2.6595 1.7834 0.6400  0.3278
H -1.3301 0.5879 -1.2143  0.3838
H 1.3335 2.6513 -0.1870  0.2587
H 1.9374 -3.9804 -1.0112  0.3310
H 0.0034 -0.2281 -0.3638  0.4471
H 1.4737 -1.2204 0.6923  0.2737
H -1.6534 2.2329 2.0108  0.3837
H 0.1854 1.1166 -1.5666  0.3628
H -1.7376 0.5519 1.5210  0.2964
H -0.0336 -1.8098 0.9443  0.2824
H 1.1104 -1.8250 -1.7325  0.3111
H -0.0958 -2.9389 -1.0489  0.3200
H 0.3964 3.3513 1.2589  0.2806

***

[6]
2 unconnected molecules or ions with the total composition C4H13N2O in a non-equilibrium geometry, computed with the ωB97M-V functional and the def2-TZVPD basis.

Results
- energy above the lowest of the compared OMol25 structures with the same formula, charge and spin (kcal per mole) = 81.8
- charge = +2
- 2S+1 = 2

Each line ends with the Mulliken spin population.
Element x y z (Å)
O 1.4630 0.8423 1.1935  0.0314
N 0.1203 1.0653 -0.7423  0.7045
N -0.1311 -1.6121 0.2795  0.0380
C 0.9346 -2.1875 0.6877  0.0002
C -1.4655 -2.1839 0.5976  0.0016
C -0.6360 2.0205 -1.5668  0.0218
C 0.6318 1.7143 0.4844  0.0439
H -2.0713 -2.0808 -0.2891  0.0000
H 2.2870 0.6590 0.7184  -0.0001
H -1.3089 -3.2325 0.8304  0.0023
H -0.0673 2.9606 -1.6806  0.0767
H -0.0233 -0.6221 -0.0921  -0.0193
H -0.8364 1.5998 -2.5436  0.0025
H 0.9208 0.7713 -1.3165  -0.0004
H 1.9292 -1.8206 0.4851  0.0013
H 0.7765 -3.0939 1.2653  0.0030
H -1.9216 -1.6513 1.4279  -0.0001
H 1.2130 2.6036 0.1994  0.0583
H -0.2057 1.9629 1.1614  0.0157
H -1.6091 2.2853 -1.0994  0.0187

***

[7]
A molecular structure, C4H13N2O2 in a non-equilibrium geometry, computed with the ωB97M-V functional and the def2-TZVPD basis.

Results
- energy above the lowest of the compared OMol25 structures with the same formula, charge and spin (kcal per mole) = 90.5
- charge = -1
- 2S+1 = 1

Each line ends with the Mulliken charge.
Element x y z (Å)
O 2.4366 -0.4962 1.1920  -0.8454
O 3.4901 0.8870 -0.5720  -0.7838
N -2.6743 0.8287 0.9097  -0.8258
N 0.6744 -0.5534 -0.4877  -0.3791
C -0.0601 0.6471 -0.0778  -0.8133
C -1.5205 0.1604 0.2366  0.2879
C -2.0988 -0.5607 -1.0652  -1.2901
C 1.3422 -1.1477 0.7076  -0.3666
H -2.0945 1.2890 -0.1269  0.4567
H -3.1517 -0.5468 -0.7537  0.5304
H 0.4983 1.2279 0.6911  0.2783
H -1.8814 -0.1056 -2.0380  0.3053
H 1.4393 -0.3070 -1.1091  0.2957
H -2.3210 1.4437 1.6434  0.2647
H 0.5563 -1.1447 1.4941  0.2398
H -0.1417 1.2675 -0.9889  0.3920
H -1.8885 -1.6315 -1.0779  0.2514
H 3.0218 0.2707 0.1873  0.4286
H 1.5271 -2.2193 0.4521  0.1948
H -1.3363 -0.6840 0.9013  0.1589
H 4.1825 1.3746 -0.1182  0.2199

***

[8]
2 unconnected molecules or ions with the total composition C4H13N2O2 in a non-equilibrium geometry, computed with the ωB97M-V functional and the def2-TZVPD basis.

Results
- energy above the lowest of the compared OMol25 structures with the same formula, charge and spin (kcal per mole) = 21.6
- charge = -1
- 2S+1 = 1

Each line ends with the Mulliken charge.
Element x y z (Å)
O -1.1138 -1.6653 -2.5343  -0.7390
O 1.0607 -0.3574 -2.2227  -0.8372
N -0.1702 0.7678 -0.5023  -0.2669
N -0.3124 0.6024 3.2520  -0.6470
C -0.6512 1.0226 1.9096  -0.9590
C 0.2767 0.4035 0.8233  0.3956
C 0.8316 0.8462 -1.5841  -0.4136
C 0.3461 -1.1386 0.9969  -1.3440
H -1.0667 0.4194 -0.7913  0.1824
H 0.5471 1.0723 3.5156  0.2770
H 1.3563 -1.4484 1.2338  0.2891
H -0.1995 -1.1630 -2.2900  0.3155
H -0.6627 2.1218 1.7801  0.3671
H 1.2562 0.8093 1.0164  0.2432
H -0.5005 -1.5914 1.4943  0.4095
H 0.5111 1.6660 -2.2399  0.2455
H -1.8034 -1.1360 -2.1536  0.2432
H -1.7152 0.8415 1.7353  0.3132
H -0.1124 -0.3866 3.3140  0.3001
H 0.3596 -1.6007 -0.0011  0.3962
H 1.7910 1.2410 -1.1546  0.2291

***

[9]
4 unconnected molecules or ions with the total composition C4H13N2O2 in a non-equilibrium geometry, computed with the ωB97M-V functional and the def2-TZVPD basis.

Results
- energy above the lowest of the compared OMol25 structures with the same formula, charge and spin (kcal per mole) = 152.0
- 2S+1 = 2

Each line ends with the Mulliken spin population.
Element x y z (Å)
O 1.6439 -1.7205 1.7526  -1.0140
O 3.0951 1.2921 -1.2318  0.0068
N -2.1777 0.5018 -0.6644  0.9786
N 0.9374 2.3053 -0.0849  0.9977
C -0.7571 0.8232 -0.9314  0.0088
C -1.9588 -2.3389 0.3596  0.0096
C 0.2532 1.0258 0.1528  -0.0412
C -1.0376 -2.1313 1.2986  -0.0121
H -0.2909 -2.9097 1.5158  0.0048
H 2.5149 -1.9268 2.1631  0.0243
H 2.3547 1.8857 -0.9255  -0.0038
H -0.5598 0.2379 -1.8817  0.0634
H -0.8504 1.7625 -1.5096  0.0085
H -0.5758 -1.1830 1.5278  -0.0010
H -0.1336 1.0836 1.1913  -0.0091
H 1.1114 0.3565 0.1337  0.0274
H -2.6177 -1.5136 0.1154  -0.0040
H -2.1151 -3.2259 -0.2481  0.0002
H 0.8139 3.0201 0.6271  -0.0243
H -2.7854 1.1261 -1.1938  -0.0229
H 3.1357 1.5291 -2.1666  0.0024

***

[10]
2 unconnected molecules or ions with the total composition C4H13N2O2 in a non-equilibrium geometry, computed with the ωB97M-V functional and the def2-TZVPD basis.

Results
- energy above the lowest of the compared OMol25 structures with the same formula, charge and spin (kcal per mole) = 33.4
- charge = +1
- 2S+1 = 1

Each line ends with the Mulliken charge.
Element x y z (Å)
O 1.1268 1.0899 2.6965  -0.6182
O 0.1609 1.0619 -1.7142  -0.6232
N 0.5357 -1.3868 -2.0074  -0.3377
N -1.2742 0.9768 0.0562  -0.1212
C -1.9371 0.1664 1.0710  -0.8338
C 1.1823 -1.1433 0.3390  -1.2809
C 0.0363 -1.0154 -0.6287  -0.0295
C -0.3446 0.4714 -0.7741  0.4134
H 2.0393 1.1388 2.3951  0.3128
H 1.3265 -0.7661 -2.2118  0.3717
H -1.1293 1.9507 0.2881  0.3010
H -2.5935 0.8175 1.6275  0.3484
H -0.8213 -1.6624 -0.4660  0.4334
H 1.1975 0.8173 3.6181  0.3208
H -1.2669 -0.2557 1.8242  0.2663
H 0.8618 -2.3532 -2.0156  0.3439
H 1.9387 -0.3565 0.2599  0.3277
H 0.8366 -1.0510 1.3703  0.3031
H -0.1134 -1.2080 -2.7751  0.3405
H 1.7233 -2.0836 0.2496  0.4451
H -2.5522 -0.6073 0.6126  0.3164

***

[11]
2 unconnected molecules or ions with the total composition C4H13N2O2 in a non-equilibrium geometry, computed with the ωB97M-V functional and the def2-TZVPD basis.

Results
- energy above the lowest of the compared OMol25 structures with the same formula, charge and spin (kcal per mole) = 33.8
- charge = +1
- 2S+1 = 1

Each line ends with the Mulliken charge.
Element x y z (Å)
O -0.2381 1.8409 2.2827  -0.5883
O -0.5590 1.0763 -1.3996  -0.6400
N 0.8140 0.1503 0.5531  -0.2671
N -1.8536 -0.7416 -1.6302  -0.3261
C -0.7368 -0.1302 -1.2633  0.3231
C 2.3307 0.4268 0.7449  -0.9633
C 0.4032 -0.8678 -0.4841  0.4258
C -0.2207 -2.0569 0.2658  -1.8261
H -1.0924 2.1666 1.9805  0.3015
H 2.7993 -0.4497 0.3234  0.3692
H 0.3901 -0.2107 1.4133  0.4664
H 1.1248 -1.1579 -1.2335  0.4095
H -1.2320 -1.7947 0.6078  0.5310
H 2.4415 0.6906 1.7912  0.3555
H -2.5931 -0.2255 -2.0820  0.2621
H -1.9883 -1.7398 -1.6180  0.2107
H -0.1807 -3.0313 -0.2199  0.3469
H 0.3812 -2.2141 1.1581  0.4995
H 2.5324 1.3023 0.1575  0.3568
H 0.0012 2.3213 3.0746  0.2949
H 0.4143 1.0756 0.4137  0.4581

***

[12]
2 unconnected molecules or ions with the total composition C4H13N2O2 in a non-equilibrium geometry, computed with the ωB97M-V functional and the def2-TZVPD basis.

Results
- energy above the lowest of the compared OMol25 structures with the same formula, charge and spin (kcal per mole) = 44.3
- charge = +1
- 2S+1 = 1

Each line ends with the Mulliken charge.
Element x y z (Å)
O -0.6020 1.7152 -0.6571  -0.7268
O -1.6665 -2.0136 -0.3343  -0.5654
N -0.2924 0.3350 -2.5178  -0.3629
N 0.5140 1.2961 1.7100  -0.3328
C 0.3892 -0.2208 1.0761  0.0594
C -0.0583 0.7467 -1.2350  0.4700
C 0.7423 -0.1764 -0.3658  -0.6090
C 1.2617 -1.0368 1.9438  -1.3661
H 0.9182 -1.0302 3.0614  0.3794
H 2.3756 -0.8527 2.1367  0.3272
H 0.8287 -1.2922 -0.7138  0.4253
H -1.9840 -2.9108 -0.1701  0.2804
H 1.8324 0.2223 -0.5141  0.3257
H -0.7314 -0.3754 1.1401  0.3724
H 1.5507 1.5043 1.5037  0.4158
H 1.1179 -2.1134 1.6637  0.3730
H 0.2024 -0.3710 -3.0972  0.2408
H 0.0659 1.1708 2.5739  0.3668
H -2.4226 -1.5203 -0.6491  0.2906
H -1.0557 0.7679 -2.9302  0.2581
H -0.1107 1.8932 1.0673  0.3782